Entry 1:
Here is a cluster of 2 separate species, C36H38N3S in total at a distorted geometry from the OMol25 dataset. Energies are from ωB97M-V/def2-TZVPD.

Output
highest occupied orbital energy	-0.32778	Ha
HOMO-LUMO gap	4.83	eV
LUMO energy	-4.09	eV

```
! wB97M-V def2-TZVPD RIJCOSX def2/J DEFGRID3
* xyz 1 1
C -6.8085 -1.5764 4.2676
C -7.1837 -1.1197 2.8521
C -6.0938 -0.1285 2.4166
N -5.0310 -0.2570 3.3946
C -3.8298 0.3650 3.2448
C -3.6949 1.4541 2.3365
C -2.4811 2.0832 2.1772
C -1.2900 1.5735 2.7750
C -0.0156 2.1250 2.4797
C 1.1965 1.4296 2.8293
C 1.3728 0.0888 2.3824
C 2.5924 -0.5460 2.4939
C 3.6403 0.0475 3.2421
N 4.8464 -0.5959 3.3652
C 5.6542 -0.5571 4.5700
C 6.7988 -1.5560 4.3283
C 6.7713 -1.8986 2.8332
C 5.4371 -1.3651 2.2849
C 3.4091 1.3097 3.8521
C 2.2598 2.0233 3.5672
C -1.4471 0.4972 3.7088
C -2.6847 -0.0475 3.9838
C -5.3384 -1.1738 4.4786
H -7.4323 -1.0601 5.0034
H -6.9412 -2.6522 4.3989
H -7.1883 -1.9709 2.1644
H -8.1662 -0.6445 2.8206
H -5.7350 -0.3495 1.3975
H -6.4886 0.9001 2.4025
H -4.5710 1.8121 1.7894
H -2.3999 2.9715 1.5478
H 0.0387 3.1771 2.1941
H 0.5373 -0.4226 1.9023
H 2.7418 -1.5389 2.0673
H 6.0444 0.4579 4.7516
H 5.0622 -0.8366 5.4571
H 7.7560 -1.1287 4.6330
H 6.6186 -2.4584 4.9207
H 7.5970 -1.4056 2.3119
H 6.8481 -2.9746 2.6610
H 4.7732 -2.1864 1.9747
H 5.6035 -0.7363 1.3913
H 4.1860 1.7301 4.4948
H 2.1366 3.0464 3.9288
H -0.5638 0.1226 4.2258
H -2.7805 -0.8258 4.7423
H -5.1900 -0.7033 5.4644
H -4.6824 -2.0602 4.4487
C -1.8632 1.3605 -2.1735
N -2.0675 2.6290 -1.4847
C -3.2550 3.3632 -1.5796
C -3.1912 4.5483 -0.8379
C -4.3204 5.3525 -0.6989
C -5.5179 4.9407 -1.2942
C -5.5771 3.7496 -2.0377
C -4.4426 2.9472 -2.1911
S -1.6218 4.7584 -0.0770
C -1.0851 3.1905 -0.7018
C 0.0933 2.5670 -0.2987
C 1.3656 3.2464 -0.3025
C 1.5075 4.5857 -0.7451
C 2.6683 5.3009 -0.4643
C 3.7274 4.6876 0.2198
C 3.6670 3.3152 0.5047
C 2.5296 2.5906 0.1740
H -0.8160 1.2709 -2.4772
H -2.1276 0.5030 -1.5393
H -2.4992 1.3468 -3.0628
H -4.2335 6.2692 -0.1211
H -6.4148 5.5477 -1.1772
H -6.5186 3.4483 -2.4978
H -4.4676 2.0125 -2.7534
H 0.0710 1.4922 -0.1164
H 0.6868 5.0539 -1.2949
H 2.7515 6.3416 -0.7829
H 4.6172 5.2584 0.4842
H 4.5124 2.8108 0.9776
H 2.4905 1.5101 0.3306
*
```

Atomic partial charges in e from the Mulliken method, atoms 1 to 8: -0.634 -0.627 -0.621 0.065 1.601 -0.748 -0.662 0.242

=====

Entry 2:
Here is a structure of composition C36H38N6O4Os at a distorted geometry from the OMol25 dataset. Energies are from ωB97M-V/def2-TZVPD.

Output
highest occupied orbital energy (alpha / beta)	-0.21639 / -0.21642	Ha
HOMO-LUMO gap (alpha / beta)	5.08 / 5.08	eV
LUMO energy (alpha / beta)	-0.81 / -0.81	eV

```
! wB97M-V def2-TZVPD RIJCOSX def2/J DEFGRID3
* xyz 0 1
Os -0.0792 0.0705 -0.8682
C -3.2715 2.2853 4.3815
C -2.2547 2.0876 3.2939
C -0.9759 2.4307 3.4385
C 0.0601 2.2400 2.4377
C 1.3564 2.3380 2.7613
N 2.3850 2.1280 1.8592
C 3.5752 1.4263 2.2748
C 4.5417 1.3476 1.1017
C 4.0953 0.3477 0.0461
N 4.3336 -1.0338 0.4834
C 4.2484 -2.1018 -0.2795
C 3.5273 -2.2707 -1.4634
C 3.9770 -3.2638 -2.3807
C 3.4729 -3.3496 -3.6413
C 3.9752 -4.3624 -4.6390
C 2.4882 -2.3996 -4.0217
C 1.9130 -1.5098 -3.1566
C 0.9821 -0.5096 -3.6744
N 0.2283 0.2516 -2.9728
C -0.3635 1.3846 -3.7138
C -1.7335 1.1260 -4.3594
C -2.8193 1.9851 -3.7016
N -3.0372 1.3728 -2.4129
C -2.3609 1.7670 -1.4235
C -1.6984 1.1051 1.0245
C -2.7877 1.5021 2.0138
C -0.3153 1.6937 1.0986
O 0.3045 2.0436 -0.0840
C 2.3400 -1.5127 -1.7819
O 1.7303 -0.9430 -0.8420
H -2.8062 2.6802 5.2847
H -3.7690 1.3416 4.6315
H -4.0457 2.9908 4.0650
H -0.6568 2.8445 4.3923
H 1.6559 2.5783 3.7788
H 2.0438 1.9591 0.9158
H 3.3410 0.4074 2.6306
H 4.0397 1.9559 3.1110
H 5.5525 1.1083 1.4506
H 4.5867 2.3307 0.6298
H 4.6419 0.4973 -0.8889
H 3.0392 0.4801 -0.1741
H 4.9543 -1.1253 1.2744
H 4.8834 -2.9254 0.0379
H 4.7831 -3.9267 -2.0792
H 4.6221 -5.0979 -4.1613
H 4.5444 -3.8802 -5.4380
H 3.1455 -4.8964 -5.1064
H 2.1500 -2.3850 -5.0550
H 1.0184 -0.3669 -4.7576
H 0.3417 1.7123 -4.4799
H -0.4362 2.1938 -2.9899
H -2.0197 0.0844 -4.2087
H -1.6856 1.3095 -5.4349
H -3.7391 1.9446 -4.2845
H -2.4914 3.0320 -3.6389
H -1.8245 2.7093 -1.3085
H -3.4173 0.6320 2.2460
C -4.9098 -1.6601 -0.1743
N -4.2288 -0.3669 -0.1167
C -5.0462 0.7754 -0.0568
C -4.8279 1.9776 0.4702
C -3.7189 2.4964 1.3147
O -3.6193 3.6904 1.4745
N -2.1969 0.8745 -0.3560
C -2.9034 -0.3820 -0.4505
O -2.3246 -1.4043 -0.7440
H -5.8594 -1.5781 0.3473
H -4.2909 -2.4077 0.3124
H -5.0779 -1.9711 -1.2077
H -5.9962 0.6111 -0.5559
H -5.5842 2.7263 0.2657
C -0.5354 0.1713 1.1665
C -0.2606 -0.7714 2.2624
C -1.2027 -1.1658 3.2173
C -0.9230 -2.1639 4.1440
C 0.3131 -2.7923 4.1552
C 1.2727 -2.3936 3.2318
C 0.9891 -1.4021 2.3061
H -2.1744 -0.6921 3.2423
H -1.6857 -2.4589 4.8562
H 0.5271 -3.5792 4.8680
H 2.2441 -2.8781 3.2193
H 1.7301 -1.1202 1.5674
*
```

Atomic partial charges in e from the Mulliken method, atoms 1 to 8: 0.441 -2.082 -0.073 -0.913 -0.068 -1.015 -0.161 -0.282

=====

Entry 3:
Here is a structure of composition C36H38O2P2Pt at a distorted geometry from the OMol25 dataset. Energies are from ωB97M-V/def2-TZVPD.

Output
highest occupied orbital energy (alpha / beta)	-0.22874 / -0.23477	Ha
HOMO-LUMO gap (alpha / beta)	6.27 / 5.45	eV
LUMO energy (alpha / beta)	0.04 / -0.94	eV

```
! wB97M-V def2-TZVPD RIJCOSX def2/J DEFGRID3
* xyz 0 3
Pt -0.8752 1.0225 -4.2141
C -2.3617 1.1736 -5.6687
C -1.8573 -0.1492 -5.6704
C -0.7893 -0.6796 -6.6029
C 0.4870 0.2113 -6.7232
C 0.7328 1.0654 -5.5003
C 0.2729 2.4170 -5.2157
C -0.7935 3.1937 -5.9541
C -1.8453 2.2425 -6.6182
C 1.1796 0.0912 -0.8597
H -3.3665 1.3206 -5.2415
H -2.4307 -0.9100 -5.1204
H -1.2023 -0.8704 -7.5918
H -0.4691 -1.6762 -6.2650
H 1.3408 -0.4801 -6.7941
H 0.5287 0.7790 -7.6671
H 1.6115 0.7250 -4.9168
H 0.9761 2.9722 -4.5869
H -0.3877 3.8596 -6.7269
H -1.3156 3.8617 -5.2407
H -2.6714 2.8601 -7.0048
H -1.3319 1.8002 -7.4823
H 0.5601 0.9323 -1.2411
H 1.7337 0.5031 0.0074
H 0.5645 -0.7753 -0.5449
P -1.5204 -0.9736 -2.7190
P 2.2395 -0.2858 -2.2450
C 0.0084 -1.8089 -3.2811
C 1.3231 -1.3803 -3.3152
C -2.4918 -2.4105 -2.2197
C -2.8864 -3.5007 -3.0248
C -3.6885 -4.4917 -2.4510
C -4.0455 -4.4001 -1.0949
C -3.6026 -3.3435 -0.2801
C -2.8398 -2.3432 -0.8517
C -3.1447 0.2383 -2.6417
C -2.8258 1.5983 -2.5851
C -3.8250 2.5582 -2.6743
C -5.1308 2.1533 -2.9188
C -5.4515 0.8010 -2.9820
C -4.4631 -0.1703 -2.7962
C 3.6154 -1.2532 -1.6523
C 3.2407 -2.4880 -1.1023
C 4.2112 -3.2740 -0.4862
C 5.5371 -2.8164 -0.4535
C 5.9068 -1.5999 -1.0435
C 4.9359 -0.7992 -1.6393
C 2.9505 1.2708 -2.9043
C 2.5929 2.5035 -2.3243
C 3.1238 3.7090 -2.7871
C 3.9980 3.6950 -3.8727
C 4.4368 2.4790 -4.4000
C 3.8748 1.2783 -3.9713
H -0.1799 -2.8434 -3.6107
H 2.0197 -2.0203 -3.8759
H -2.6154 -3.5549 -4.0803
H -4.0428 -5.3434 -3.0475
H -4.6698 -5.1718 -0.6440
H -3.8480 -3.2944 0.7846
H -2.5364 -1.4595 -0.2855
H -1.7839 1.9135 -2.4021
H -3.5418 3.6012 -2.6055
H -5.8844 2.9058 -3.1154
H -6.4648 0.4875 -3.1964
H -4.7045 -1.2317 -2.7726
H 2.1945 -2.8065 -1.1724
H 3.9210 -4.2330 -0.0512
H 6.2937 -3.4241 0.0384
H 6.9439 -1.2655 -1.0523
H 5.1801 0.1519 -2.1061
H 1.9052 2.5063 -1.4851
H 2.8206 4.6399 -2.3013
H 4.3164 4.6363 -4.3103
H 5.2440 2.4737 -5.1307
H 4.1579 0.3425 -4.4493
O -1.1313 2.7603 -0.3846
C -1.7150 1.8393 0.2486
O -1.7438 0.5889 0.0669
H -2.3436 2.1544 1.1244
*
```

Atomic partial charges in e from the Mulliken method, atoms 1 to 8: 0.767 -0.332 -0.884 -1.163 -1.279 0.662 0.041 -1.049

=====

The energy relative to the best compared isomer or geometry (same formula, charge and spin) results, record by record, are as follows: 22.9; 0.0; 35.2 kcal per mole.